[1]
7 unconnected molecules or ions with the total composition C32H51FN4O23PS2 in a non-equilibrium geometry. Source: the OMol25 dataset; level of theory: the ωB97M-V functional and the def2-TZVPD basis.

Calculated values
net charge: -1
E: -120734.92510 eV
multiplicity: 1
HOMO-LUMO gap: 6.0 eV
LUMO energy: 1.754 eV
highest occupied orbital energy: -4.2 eV

Geometry (Å):
N 0.178 3.094 3.487
C 0.201 3.510 2.240
C 0.835 2.682 1.019
C 0.012 1.359 0.650
F 0.034 0.341 1.678
O 0.792 0.822 -0.444
P -0.168 -0.099 -1.607
N 0.351 1.212 -2.741
C -0.841 -1.305 -2.927
S -2.248 -0.687 -3.955
O -2.073 0.700 -4.516
O -2.346 -1.633 -5.160
O -1.688 0.620 -1.158
C -1.463 1.533 -0.036
C -2.666 1.781 0.989
C -3.491 0.461 1.356
C -4.811 0.249 0.443
C -5.527 -1.118 0.863
C -5.260 -2.357 -0.115
C -3.840 -2.355 -0.854
C -2.602 -2.899 0.014
S -2.977 -3.220 1.803
C -1.280 -3.243 2.578
N -0.833 -2.715 3.823
N 0.517 -3.020 3.789
C 0.867 -3.678 2.580
O -0.289 -3.851 1.770
H 0.622 2.151 3.479
H -0.231 4.560 2.037
H 0.905 3.405 0.129
H 1.916 2.435 1.335
H 1.116 -0.691 -1.955
H -0.139 -1.106 -0.553
H 0.422 0.748 -3.657
H 1.251 1.570 -2.408
H -1.210 -2.242 -2.357
H 0.017 -1.682 -3.591
H -3.491 -0.739 -3.333
H -1.305 2.531 -0.605
H -2.186 2.154 1.972
H -3.339 2.642 0.633
H -3.869 0.601 2.440
H -2.817 -0.458 1.329
H -5.511 1.129 0.716
H -4.584 0.361 -0.667
H -5.319 -1.354 1.974
H -6.665 -0.912 0.825
H -5.474 -3.339 0.454
H -6.062 -2.318 -0.946
H -3.526 -1.356 -1.300
H -3.943 -3.079 -1.751
H -1.785 -2.081 -0.010
H -2.105 -3.818 -0.479
H 1.863 -4.050 2.193
C 5.251 -4.043 -0.829
C 4.880 -3.755 0.594
O 4.006 -2.642 0.480
C 3.481 -2.670 -0.779
O 2.584 -1.972 -1.150
O 4.111 -3.596 -1.555
H 5.432 -5.105 -1.006
H 6.122 -3.476 -1.158
H 4.338 -4.584 1.062
H 5.745 -3.508 1.207
C 8.164 -0.907 2.524
C 9.173 -1.946 2.910
O 8.795 -3.066 2.120
C 8.111 -2.586 1.046
O 7.793 -3.245 0.097
O 7.833 -1.264 1.189
H 8.570 0.105 2.567
H 7.259 -0.952 3.137
H 10.194 -1.656 2.648
H 9.135 -2.189 3.973
C 1.014 3.884 -6.157
C 1.456 5.052 -5.328
O 1.962 4.436 -4.153
C 2.320 3.166 -4.489
O 2.932 2.427 -3.779
O 1.887 2.843 -5.738
H 1.116 4.069 -7.228
H -0.018 3.587 -5.944
H 2.259 5.623 -5.803
H 0.633 5.727 -5.088
C -6.654 0.236 4.851
C -7.484 1.389 5.330
O -7.796 2.079 4.129
C -7.700 1.178 3.112
O -8.058 1.387 1.989
O -7.145 0.010 3.537
H -6.778 -0.654 5.471
H -5.589 0.482 4.793
H -8.416 1.065 5.804
H -6.941 2.036 6.020
C 1.860 1.260 6.160
C 1.580 2.164 7.321
O 2.776 2.081 8.086
C 3.772 1.708 7.235
O 4.936 1.707 7.517
O 3.274 1.339 6.024
H 1.363 1.588 5.247
H 1.583 0.221 6.362
H 1.427 3.203 7.014
H 0.720 1.837 7.906
C 0.484 0.607 -7.321
C -0.964 0.344 -7.597
O -1.074 0.612 -8.993
C 0.164 0.451 -9.532
O 0.393 0.438 -10.710
O 1.109 0.307 -8.564
H 0.877 -0.028 -6.526
H 0.680 1.652 -7.070
H -1.245 -0.696 -7.413
H -1.624 0.995 -7.022

Atom charges from the Löwdin analysis, given in e for atoms 1 to 99: atom 1 (N): 0.0450, atom 2 (C): -0.2173, atom 3 (C): -0.0666, atom 4 (C): -0.4049, atom 5 (F): -0.0274, atom 6 (O): -0.3010, atom 7 (P): 0.4726, atom 8 (N): -0.1172, atom 9 (C): -0.3574, atom 10 (S): 0.7194, atom 11 (O): -0.4321, atom 12 (O): -0.4789, atom 13 (O): -0.2914, atom 14 (C): -0.2490, atom 15 (C): -0.1256, atom 16 (C): -0.1823, atom 17 (C): -0.1868, atom 18 (C): -0.2287, atom 19 (C): -0.2271, atom 20 (C): -0.2408, atom 21 (C): -0.4662, atom 22 (S): 0.8934, atom 23 (C): -0.5172, atom 24 (N): 0.0120, atom 25 (N): -0.0321, atom 26 (C): -0.0840, atom 27 (O): -0.0509, atom 28 (H): 0.0249, atom 29 (H): 0.1093, atom 30 (H): 0.1266, atom 31 (H): 0.1375, atom 32 (H): 0.0052, atom 33 (H): 0.0259, atom 34 (H): 0.0048, atom 35 (H): 0.0127, atom 36 (H): 0.0698, atom 37 (H): 0.0971, atom 38 (H): 0.0666, atom 39 (H): 0.1494, atom 40 (H): 0.1034, atom 41 (H): 0.1192, atom 42 (H): 0.1087, atom 43 (H): 0.0832, atom 44 (H): 0.1070, atom 45 (H): 0.1079, atom 46 (H): 0.0900, atom 47 (H): 0.1036, atom 48 (H): 0.1021, atom 49 (H): 0.1126, atom 50 (H): 0.0576, atom 51 (H): 0.1193, atom 52 (H): 0.0433, atom 53 (H): 0.0929, atom 54 (H): 0.1259, atom 55 (C): -0.1375, atom 56 (C): -0.1390, atom 57 (O): 0.0581, atom 58 (C): -0.5275, atom 59 (O): 0.1447, atom 60 (O): 0.0650, atom 61 (H): 0.1362, atom 62 (H): 0.1121, atom 63 (H): 0.1269, atom 64 (H): 0.1109, atom 65 (C): -0.1243, atom 66 (C): -0.1322, atom 67 (O): 0.0670, atom 68 (C): -0.5391, atom 69 (O): 0.1330, atom 70 (O): 0.0781, atom 71 (H): 0.1379, atom 72 (H): 0.1405, atom 73 (H): 0.1344, atom 74 (H): 0.1363, atom 75 (C): -0.1463, atom 76 (C): -0.1356, atom 77 (O): 0.0640, atom 78 (C): -0.5523, atom 79 (O): 0.1539, atom 80 (O): 0.0314, atom 81 (H): 0.1372, atom 82 (H): 0.1404, atom 83 (H): 0.1311, atom 84 (H): 0.1348, atom 85 (C): -0.1314, atom 86 (C): -0.1382, atom 87 (O): 0.0627, atom 88 (C): -0.5456, atom 89 (O): 0.1530, atom 90 (O): 0.0468, atom 91 (H): 0.1355, atom 92 (H): 0.1342, atom 93 (H): 0.1323, atom 94 (H): 0.1344, atom 95 (C): -0.1239, atom 96 (C): -0.1309, atom 97 (O): 0.0561, atom 98 (C): -0.5518, atom 99 (O): 0.1411



[2]
A molecular structure, C32H51INO4PYb in a non-equilibrium geometry. Source: the OMol25 dataset; level of theory: the ωB97M-V functional and the def2-TZVPD basis.

Calculated values
net charge: +2
E: -92592.14107 eV
multiplicity: 1
HOMO-LUMO gap: 4.1 eV
LUMO energy: -8.162 eV
highest occupied orbital energy: -12.3 eV

Geometry (Å):
C -1.321 -5.456 1.408
C -1.775 -3.991 1.370
P -1.561 -3.025 2.942
C -0.233 -3.786 3.936
C -1.023 -1.272 2.454
N -1.615 -0.505 3.552
C -1.608 -0.834 1.109
O -3.027 -0.807 1.087
C -3.447 -0.008 -0.009
C -4.600 -0.656 -0.774
C -4.493 -0.441 -2.285
C -3.303 -1.182 -2.833
C -3.389 -2.538 -3.189
C -2.253 -3.211 -3.650
C -1.029 -2.570 -3.793
C -0.937 -1.224 -3.459
C -2.068 -0.554 -3.000
O -3.757 1.260 0.440
C -3.349 2.360 -0.383
C -2.091 3.050 0.136
C -0.820 2.509 -0.544
C -2.189 4.578 -0.074
C -2.592 4.971 -1.496
C -0.875 5.284 0.260
O 0.356 -0.991 2.526
C 1.127 -1.016 1.376
I 1.480 -3.022 0.581
C 2.480 -0.360 1.774
O 3.631 -0.968 1.268
C 4.251 -0.281 0.221
C 4.127 -0.804 -1.060
C 4.726 -0.195 -2.171
C 4.539 -0.777 -3.545
C 5.486 0.949 -1.966
C 5.613 1.459 -0.677
C 5.000 0.877 0.442
C 5.217 1.570 1.780
C 4.176 2.713 1.958
C 5.312 0.643 2.998
H -1.940 -6.081 2.045
H -0.290 -5.513 1.729
H -1.321 -5.886 0.400
H -2.858 -4.001 1.171
H -1.251 -3.513 0.505
H -0.171 -4.856 3.784
H -0.544 -3.631 4.965
H 0.723 -3.292 3.801
H -1.821 0.431 3.210
H -2.521 -0.910 3.761
H -1.217 0.171 0.940
H -1.230 -1.454 0.283
H -2.598 0.062 -0.691
H -4.569 -1.743 -0.656
H -5.536 -0.255 -0.400
H -5.389 -0.855 -2.742
H -4.478 0.611 -2.541
H -4.339 -3.063 -3.117
H -2.342 -4.250 -3.938
H -0.153 -3.071 -4.171
H -0.017 -0.669 -3.538
H -1.989 0.491 -2.739
H -4.173 3.065 -0.384
H -3.190 2.077 -1.423
H -2.002 2.858 1.204
H 0.035 2.677 0.106
H -0.860 1.435 -0.726
H -0.605 3.037 -1.467
H -2.935 4.965 0.619
H -2.785 6.040 -1.500
H -3.516 4.510 -1.832
H -1.794 4.809 -2.215
H -0.113 5.123 -0.494
H -1.073 6.353 0.274
H -0.514 5.028 1.253
H 0.705 -0.436 0.560
H 2.441 0.693 1.514
H 2.514 -0.413 2.860
H 3.570 -1.709 -1.245
H 4.553 -1.862 -3.514
H 3.569 -0.478 -3.942
H 5.296 -0.416 -4.231
H 5.976 1.433 -2.794
H 6.223 2.340 -0.545
H 6.183 2.056 1.688
H 4.611 3.674 1.713
H 3.777 2.715 2.968
H 3.361 2.574 1.253
H 5.548 -0.381 2.743
H 4.364 0.631 3.533
H 6.027 1.047 3.705
Yb -3.508 -3.912 -0.451

For each atom in turn, the Löwdin charge in e is: atom 1 (C): -0.1487, atom 2 (C): -0.6043, atom 3 (P): 1.0547, atom 4 (C): -0.2427, atom 5 (C): -0.6434, atom 6 (N): 0.0851, atom 7 (C): -0.2035, atom 8 (O): -0.0657, atom 9 (C): -0.4083, atom 10 (C): -0.0751, atom 11 (C): -0.1139, atom 12 (C): -0.2341, atom 13 (C): -0.1254, atom 14 (C): -0.0995, atom 15 (C): -0.0493, atom 16 (C): -0.0180, atom 17 (C): -0.0171, atom 18 (O): -0.0166, atom 19 (C): -0.1457, atom 20 (C): -0.3014, atom 21 (C): -0.0509, atom 22 (C): -0.3935, atom 23 (C): -0.0626, atom 24 (C): -0.0707, atom 25 (O): -0.1285, atom 26 (C): -0.6075, atom 27 (I): 1.0746, atom 28 (C): -0.2014, atom 29 (O): -0.1386, atom 30 (C): -0.2124, atom 31 (C): 0.0161, atom 32 (C): -0.2677, atom 33 (C): -0.0460, atom 34 (C): -0.0278, atom 35 (C): -0.0068, atom 36 (C): -0.1330, atom 37 (C): -0.3336, atom 38 (C): -0.0427, atom 39 (C): -0.0485, atom 40 (H): 0.0943, atom 41 (H): 0.0541, atom 42 (H): 0.0746, atom 43 (H): -0.0671, atom 44 (H): -0.0276, atom 45 (H): 0.0407, atom 46 (H): 0.0493, atom 47 (H): 0.0343, atom 48 (H): 0.0958, atom 49 (H): 0.0552, atom 50 (H): 0.1198, atom 51 (H): 0.0906, atom 52 (H): 0.1095, atom 53 (H): 0.0428, atom 54 (H): 0.1460, atom 55 (H): 0.1299, atom 56 (H): 0.1302, atom 57 (H): 0.1050, atom 58 (H): 0.1101, atom 59 (H): 0.1201, atom 60 (H): 0.1216, atom 61 (H): 0.1100, atom 62 (H): 0.1325, atom 63 (H): 0.1145, atom 64 (H): 0.1422, atom 65 (H): 0.0807, atom 66 (H): 0.0465, atom 67 (H): 0.0834, atom 68 (H): 0.1420, atom 69 (H): 0.0901, atom 70 (H): 0.0698, atom 71 (H): 0.0813, atom 72 (H): 0.0788, atom 73 (H): 0.0875, atom 74 (H): 0.0864, atom 75 (H): 0.0807, atom 76 (H): 0.1216, atom 77 (H): 0.1333, atom 78 (H): 0.0666, atom 79 (H): 0.0778, atom 80 (H): 0.0736, atom 81 (H): 0.0798, atom 82 (H): 0.1141, atom 83 (H): 0.1200, atom 84 (H): 0.1236, atom 85 (H): 0.0783, atom 86 (H): 0.0761, atom 87 (H): 0.0593, atom 88 (H): 0.0828, atom 89 (H): 0.0604, atom 90 (H): 0.0856, atom 91 (Yb): 1.6459